[1]
DFT (ωB97M-V/def2-TZVPD) results for the molecule C4H7NO2.

```
14
C4H7NO2, DFT ωB97M-V/def2-TZVPD
C -0.020 1.927 -0.189
N 0.147 0.470 -0.129
C 1.395 -0.004 -0.493
O 2.298 0.712 -0.858
C -0.885 -0.368 0.342
O -1.947 0.103 0.685
C -0.627 -1.871 0.406
H 0.681 2.318 -0.929
H -1.039 2.182 -0.468
H 0.227 2.389 0.771
H 1.504 -1.096 -0.428
H -0.404 -2.296 -0.578
H -1.532 -2.349 0.789
H 0.202 -2.117 1.078
```

Its lowest unoccupied orbital energy is 0.72 eV. Its relative energy (zero: lowest compared OMol25 entry of this formula, charge and spin) is 0.295 eV. The calculation puts the energy at -361.870013 hartree. The SMILES is CC(=O)N(C)C=O.

***

[2]
DFT (ωB97M-V/def2-TZVPD) results for the molecule C4H7NO2.

```
14
C4H7NO2, DFT ωB97M-V/def2-TZVPD
C -0.783 0.255 0.610
C 1.473 0.922 -0.479
C -0.756 -1.050 -0.112
C 0.282 1.296 0.464
O 0.414 -1.709 -0.019
N -1.746 -1.676 -0.587
O 0.210 2.396 0.967
H 0.291 -2.585 -0.412
H -2.639 -1.203 -0.503
H -0.167 0.107 1.654
H -1.770 0.719 0.561
H 2.145 1.771 -0.553
H 1.047 0.719 -1.458
H 1.998 0.038 -0.132
```

Its lowest unoccupied orbital energy is 0.58 eV. Its relative energy (zero: lowest compared OMol25 entry of this formula, charge and spin) is 1.715 eV. The calculation puts the energy at -361.817845 hartree. The SMILES is [H]/N=C(/O)CC(C)=O.

***

[3]
DFT (ωB97M-V/def2-TZVPD) results for the molecule C4H7NO2.

```
14
C4H7NO2, DFT ωB97M-V/def2-TZVPD
C -0.132 -0.344 0.403
C -0.106 0.807 -0.656
N 0.643 -1.503 0.039
C 1.149 1.434 -0.067
C -1.659 -0.635 0.147
O 2.286 1.163 -0.454
O -2.526 -0.389 0.974
H -0.057 -0.037 1.448
H 0.512 -2.275 0.690
H 1.610 -1.240 -0.168
H 0.964 2.212 0.690
H -1.881 -1.194 -0.779
H 0.106 0.457 -1.669
H -0.909 1.545 -0.598
```

Its lowest unoccupied orbital energy is 0.86 eV. Its relative energy (zero: lowest compared OMol25 entry of this formula, charge and spin) is 2.296 eV. The calculation puts the energy at -361.796477 hartree. The SMILES is N[C@H](C=O)CC=O.

***

[4]
DFT (ωB97M-V/def2-TZVPD) results for the molecule C4H7NO2.

```
14
C4H7NO2, DFT ωB97M-V/def2-TZVPD
O -1.768 -0.378 1.349
C -0.692 0.294 0.763
C 0.673 -0.357 0.972
N 1.446 0.230 -0.128
C 0.610 0.182 -1.323
C -0.793 0.284 -0.756
O -1.842 0.253 -1.355
H -2.502 -0.302 0.716
H -0.639 1.348 1.086
H 1.129 -0.111 1.934
H 0.550 -1.452 0.908
H 2.340 -0.227 -0.259
H 0.663 -0.764 -1.888
H 0.825 1.001 -2.018
```

Its lowest unoccupied orbital energy is 0.91 eV. Its relative energy (zero: lowest compared OMol25 entry of this formula, charge and spin) is 1.231 eV. The calculation puts the energy at -361.835609 hartree. The SMILES is O=C1CNC[C@@H]1O.

***

no.,HOMO level (Ha)
1,-0.381
2,-0.357
3,-0.352
4,-0.351